Record 1
{"formula": "C44H120N4O16", "method": "the ωB97M-V functional and the def2-TZVPD basis", "symbols": ["C", "C", "C", "O", "C", "N", "H", "H", "H", "H", "H", "H", "H", "H", "H", "H", "H", "C", "C", "C", "O", "C", "N", "H", "H", "H", "H", "H", "H", "H", "H", "H", "H", "H", "C", "C", "C", "O", "C", "N", "H", "H", "H", "H", "H", "H", "H", "H", "H", "H", "H", "C", "C", "C", "O", "C", "N", "H", "H", "H", "H", "H", "H", "H", "H", "H", "H", "H", "C", "C", "C", "O", "H", "H", "H", "H", "H", "H", "H", "H", "C", "C", "C", "O", "H", "H", "H", "H", "H", "H", "H", "H", "C", "C", "C", "O", "H", "H", "H", "H", "H", "H", "H", "H", "C", "C", "C", "O", "H", "H", "H", "H", "H", "H", "H", "H", "C", "C", "C", "O", "H", "H", "H", "H", "H", "H", "H", "H", "C", "C", "C", "O", "H", "H", "H", "H", "H", "H", "H", "H", "C", "C", "C", "O", "H", "H", "H", "H", "H", "H", "H", "H", "C", "C", "C", "O", "H", "H", "H", "H", "H", "H", "H", "H", "C", "C", "O", "O", "H", "H", "H", "H", "H", "H", "C", "C", "O", "O", "H", "H", "H", "H", "H", "H"], "coordinates": [[3.6955, -0.0433, 10.0883], [3.0674, 0.0475, 11.5025], [3.5861, -0.9205, 12.5907], [2.7912, -0.6506, 13.8296], [3.1494, -1.6486, 14.7907], [3.1872, 1.4174, 12.0009], [4.7413, 0.2638, 10.0968], [3.1934, 0.7518, 9.5372], [3.4991, -0.9967, 9.5978], [1.9952, -0.1324, 11.4249], [4.6452, -0.8033, 12.8204], [3.4625, -1.9493, 12.2525], [2.7657, -1.2843, 15.7437], [4.2064, -1.8878, 14.9079], [2.6381, -2.5863, 14.5729], [2.4281, 1.9900, 11.6604], [2.9817, 1.3046, 12.9833], [-0.7993, 0.3820, 2.3339], [0.3784, 0.0729, 1.4028], [0.3147, 0.7774, 0.0332], [-0.9105, 0.4403, -0.5967], [-1.0914, 0.9028, -1.9232], [1.5383, 0.3964, 2.2122], [-0.5861, 0.0610, 3.3535], [-1.7311, -0.0233, 1.9395], [-0.9704, 1.4570, 2.2769], [0.4360, -0.9761, 1.1123], [1.1735, 0.5754, -0.6068], [0.2705, 1.8317, 0.3064], [-2.0689, 0.4950, -2.1808], [-0.2965, 0.4804, -2.5379], [-1.1178, 1.9854, -2.0475], [2.4271, 0.2280, 1.7629], [1.7086, -0.3556, 2.8646], [-5.6892, -3.8151, 6.5302], [-6.8540, -4.5831, 5.8218], [-6.8763, -6.0765, 6.2247], [-5.6219, -6.7013, 6.0033], [-5.4896, -7.1189, 4.6050], [-8.1194, -3.9239, 6.1050], [-5.5013, -4.2987, 7.4888], [-5.9591, -2.7754, 6.7156], [-4.8186, -3.6767, 5.8891], [-6.6820, -4.5333, 4.7466], [-7.6483, -6.6772, 5.7437], [-7.1307, -6.0660, 7.2845], [-5.5144, -6.2849, 3.9036], [-6.1258, -7.9365, 4.2660], [-4.4670, -7.4943, 4.5689], [-7.9392, -2.9340, 6.0168], [-8.1840, -3.9631, 7.1122], [7.3041, 3.9944, -8.7939], [7.2976, 2.5843, -9.3372], [6.0147, 1.8374, -8.8755], [6.1301, 1.5299, -7.5088], [4.9818, 0.8781, -7.0279], [7.3990, 2.4719, -10.8128], [7.4302, 4.0106, -7.7113], [6.3292, 4.4201, -9.0316], [8.0804, 4.6031, -9.2575], [8.1389, 1.9642, -9.0278], [5.8280, 0.9408, -9.4667], [5.1039, 2.4031, -9.0717], [4.1409, 1.5680, -7.0986], [5.0198, 0.6805, -5.9567], [4.7421, -0.0430, -7.5592], [6.4524, 2.6021, -11.1399], [7.9838, 3.1303, -11.3074], [2.4401, 9.2460, -5.5960], [1.1020, 9.1960, -4.8491], [0.9984, 7.9575, -3.8974], [1.0225, 10.3487, -3.9644], [3.2478, 9.2031, -4.8654], [2.5467, 10.1703, -6.1638], [2.6365, 8.3402, -6.1696], [0.2365, 9.3264, -5.4988], [1.0386, 6.9991, -4.4150], [0.0796, 7.9480, -3.3110], [1.8225, 8.1042, -3.1992], [0.8073, 11.0133, -4.6229], [-3.8257, 4.7262, -10.2074], [-2.5874, 3.9948, -9.7208], [-1.6772, 4.9268, -8.8294], [-3.0673, 2.9329, -8.8792], [-3.6653, 5.6831, -10.7042], [-4.4694, 4.9201, -9.3495], [-4.3122, 4.1235, -10.9744], [-1.9870, 3.5250, -10.4999], [-0.7980, 4.3799, -8.4888], [-2.2198, 5.4650, -8.0523], [-1.2604, 5.7606, -9.3944], [-3.6131, 3.2742, -8.1670], [-6.0314, 4.0475, 2.3739], [-6.8557, 2.9788, 3.1081], [-7.0082, 3.0890, 4.6119], [-8.1209, 3.0978, 2.4611], [-5.9635, 3.9620, 1.2894], [-5.0007, 4.0611, 2.7283], [-6.3238, 5.0938, 2.4626], [-6.3706, 2.0342, 2.8619], [-6.0437, 2.7900, 5.0224], [-7.7631, 2.4260, 5.0346], [-7.2303, 4.0955, 4.9664], [-8.3414, 4.0302, 2.4003], [8.2563, 0.6665, 3.4523], [8.1803, -0.7805, 3.0760], [7.9146, -1.6824, 4.2964], [7.0932, -0.9070, 2.2027], [8.5665, 1.2949, 2.6175], [9.0210, 0.7101, 4.2279], [7.2982, 0.9959, 3.8543], [9.1018, -1.1548, 2.6300], [8.2180, -2.6675, 3.9420], [6.9009, -1.7162, 4.6955], [8.5679, -1.3960, 5.1205], [7.4410, -0.8391, 1.3105], [-1.6432, -3.2463, -10.0624], [-1.9696, -2.5682, -11.3744], [-2.3319, -3.5788, -12.3938], [-3.1576, -1.8296, -11.2998], [-0.7215, -3.8208, -10.1545], [-2.2818, -4.0780, -9.7650], [-1.6919, -2.5396, -9.2339], [-1.0954, -1.9567, -11.5976], [-2.7655, -3.1383, -13.2915], [-3.1370, -4.2538, -12.1035], [-1.5251, -4.1955, -12.7899], [-2.9202, -1.0247, -10.8336], [5.5459, 6.8924, 6.0348], [5.1789, 7.0755, 4.5562], [3.7715, 6.5525, 4.3162], [5.3162, 8.4710, 4.2575], [4.9596, 7.6173, 6.5996], [6.5796, 7.0206, 6.3562], [5.1843, 5.9144, 6.3523], [5.8388, 6.4253, 3.9819], [3.0628, 7.2413, 4.7760], [3.6382, 5.5146, 4.6214], [3.5672, 6.5254, 3.2459], [4.9049, 8.6635, 3.4116], [3.2105, -6.7436, -0.1837], [2.2984, -7.9813, -0.3175], [3.0228, -9.3139, 0.0002], [1.2390, -7.8777, 0.6208], [3.4009, -6.4538, 0.8496], [2.7891, -5.8723, -0.6850], [4.1322, -6.9182, -0.7387], [1.7746, -7.9425, -1.2726], [2.8651, -9.7143, 1.0016], [4.1038, -9.2014, -0.0832], [2.5607, -10.0027, -0.7070], [0.5616, -7.3152, 0.2385], [-5.3827, -4.2100, -1.6706], [-4.1514, -4.8446, -2.1371], [-3.9435, -4.6720, -3.6403], [-3.1347, -4.1230, -1.4575], [-6.3019, -4.6245, -2.0845], [-5.3883, -3.1561, -1.9491], [-5.3593, -4.2758, -0.5828], [-4.0715, -5.8898, -1.8383], [-4.3763, -5.4403, -4.2811], [-2.8779, -4.7190, -3.8647], [-4.2736, -3.6944, -3.9914], [-3.1250, -3.1890, -1.6792], [-8.3474, 1.3368, -3.6293], [-7.6425, 1.5157, -4.9558], [-6.7305, 2.6417, -4.9648], [-9.2490, 0.2119, -3.6369], [-9.0029, 2.1942, -3.4767], [-7.6740, 1.2888, -2.7734], [-8.4233, 1.7433, -5.6815], [-7.1242, 0.5980, -5.2338], [-7.2603, 3.4183, -5.1594], [-9.1567, -0.0362, -2.7142], [1.2050, -5.8927, 7.6904], [1.1208, -6.1395, 6.1654], [1.6421, -7.4494, 5.8259], [2.5814, -5.7630, 8.1354], [0.7702, -6.7849, 8.1409], [0.5913, -5.0308, 7.9526], [1.6813, -5.3735, 5.6294], [0.0623, -6.1273, 5.9059], [1.5299, -7.5317, 4.8760], [3.0795, -6.4421, 7.6747]], "atomic_forces_ev_per_a": [[-0.57, 0.45, 0.94], [0.02, -0.08, -0.08], [-1.09, 0.87, 0.19], [1.99, -1.27, -1.42], [-1.10, 0.33, 0.37], [0.47, -0.05, 0.55], [0.12, -0.44, 0.10], [-0.09, -0.13, -0.31], [0.26, 0.01, 0.03], [-0.16, -0.69, -0.24], [0.11, 0.36, 0.03], [-0.33, -0.16, 0.13], [0.10, -0.07, 0.07], [0.25, 0.47, -0.33], [-0.08, -0.15, -0.15], [-0.03, 0.06, -0.33], [0.11, 0.48, 0.43], [-0.46, 0.17, -1.41], [-0.14, -1.18, -0.32], [-0.78, 0.98, 1.19], [0.17, -0.11, 0.43], [0.01, -0.69, 0.57], [1.65, 0.18, 0.07], [-0.16, 0.03, -0.15], [0.03, -0.41, 0.23], [0.23, 0.20, 0.47], [-0.50, -0.49, 0.26], [0.16, -0.16, 0.00], [0.36, 0.55, -0.44], [0.15, 0.09, -0.43], [-0.06, 0.04, -0.41], [0.11, 0.19, 0.29], [0.23, 0.70, -1.24], [-0.99, -0.11, 0.87], [-0.44, -0.26, -0.52], [1.04, 0.27, -0.46], [-0.03, 0.74, 0.07], [-0.60, -0.35, -1.36], [1.42, 0.27, 1.18], [-0.18, -0.24, 0.42], [0.53, 0.11, -0.05], [-0.45, -0.01, 0.18], [0.34, -0.75, 0.27], [-0.09, 0.07, -0.15], [-0.29, 0.35, -0.29], [0.38, -0.39, 0.33], [-0.37, 0.15, 0.10], [-0.51, 0.15, 0.43], [0.00, -0.08, -0.10], [-0.19, 0.31, -0.61], [-0.56, -0.34, 0.55], [-0.05, -0.02, 0.02], [0.20, -1.03, -0.59], [0.56, -0.03, -0.45], [0.24, -0.26, 0.27], [-0.64, 0.60, 0.33], [-1.34, -0.29, 0.30], [0.00, -0.01, -0.01], [0.01, 0.33, 0.01], [0.04, -0.01, 0.05], [0.06, 0.30, 0.78], [0.52, -0.47, -0.10], [-0.14, 0.75, 0.15], [-0.42, 0.01, -0.36], [0.72, -0.14, -0.07], [0.13, -0.11, -0.15], [-0.05, 0.10, -0.67], [0.14, 0.27, 0.49], [-0.10, -0.53, 0.65], [0.15, -0.51, 1.39], [-0.06, 1.00, -0.69], [0.03, -0.38, -0.78], [-0.05, 0.37, 0.28], [-0.01, -0.22, -0.24], [-0.39, 0.18, -0.57], [0.04, -0.65, -0.38], [0.35, 0.09, -0.08], [-0.07, 0.31, -0.14], [0.09, -0.44, 0.03], [0.01, 0.77, 0.52], [0.23, 0.16, -0.94], [-0.05, 1.24, 2.33], [0.03, -0.04, -1.45], [0.61, -0.79, -0.56], [0.45, 0.13, 0.14], [-0.19, -0.12, -0.12], [-0.40, -0.18, 0.35], [-0.19, 0.05, -0.01], [-0.32, -0.11, 0.48], [-0.18, -0.64, 0.37], [-0.01, -0.03, -0.54], [0.01, 0.30, -0.04], [1.66, 0.54, 0.62], [-0.48, 1.73, -1.28], [0.86, 0.08, 0.15], [-0.83, -1.22, -0.02], [-0.27, -0.87, 0.03], [0.24, -0.11, 0.06], [-0.68, 0.02, 0.70], [-0.57, -0.30, -0.13], [0.05, 0.09, 0.40], [-0.03, -0.13, -0.39], [0.00, 0.13, -0.20], [0.06, 0.03, 0.07], [0.97, 0.09, 0.55], [-0.82, 0.07, 1.32], [0.77, -0.14, -0.45], [-0.55, -0.80, -1.18], [-0.13, 0.06, -0.01], [0.03, 0.59, 0.15], [0.06, 0.03, -0.05], [0.17, 0.20, -0.19], [-0.30, -0.31, 0.48], [-0.10, 0.25, -0.45], [0.13, -0.07, -0.01], [-0.25, 0.04, -0.16], [-0.03, -0.83, 0.60], [-0.39, -1.33, 0.58], [0.10, -1.21, -2.27], [-0.14, 1.37, 0.55], [0.66, 0.71, 0.21], [-0.88, 0.26, -0.37], [0.61, 0.01, 0.05], [-0.07, 0.22, -0.60], [0.19, 0.55, -0.02], [0.15, 0.03, 0.70], [0.29, -0.06, 0.39], [-0.47, 0.31, 0.19], [-0.78, 0.22, 0.15], [0.31, -0.45, 0.98], [-0.03, 0.46, -0.61], [0.06, -0.60, 0.04], [-0.06, 0.10, 0.10], [0.09, -0.01, -0.55], [0.25, -0.12, 0.05], [0.42, 0.36, -0.43], [-0.21, -0.29, 0.19], [0.04, 0.16, 0.42], [-0.07, 0.24, -0.19], [-0.02, -0.09, -0.15], [-0.09, -0.15, -0.84], [0.42, 0.73, 1.40], [-0.50, 0.55, -0.75], [-0.67, -0.03, 0.66], [0.11, -0.37, 0.02], [-0.38, 0.05, 0.09], [0.28, -0.07, 0.27], [0.75, -0.50, -0.54], [-0.45, 0.47, 0.07], [-0.07, -0.24, -0.55], [0.69, -0.54, 0.08], [-0.09, 0.10, 0.13], [-1.85, 0.16, 0.59], [0.91, 0.95, -1.27], [0.61, -0.41, -0.43], [1.48, -0.75, 0.69], [-0.07, -0.23, 0.13], [0.10, 0.13, 0.00], [-0.49, 0.07, 0.02], [0.15, 0.07, 0.07], [-0.42, -0.01, 0.21], [0.14, -0.03, 0.15], [-0.22, 0.05, 0.11], [-0.32, 0.00, -0.26], [-0.83, 0.64, 0.04], [-0.13, 0.55, -0.17], [-0.30, -0.87, 0.29], [1.09, 0.19, 0.27], [0.25, 0.50, 0.12], [0.31, -0.09, -0.17], [-0.01, -0.47, -0.29], [0.20, 0.22, -0.08], [0.05, 0.08, 0.04], [-0.63, -0.73, -0.04], [1.07, -1.20, -1.14], [-0.04, -0.35, 0.70], [-0.07, 0.82, 0.57], [-1.22, 0.52, -0.15], [-0.16, 0.00, 0.29], [0.49, 0.16, 0.12], [-0.09, 0.15, -0.06], [-0.11, 0.28, -0.17], [0.10, -0.17, -0.10], [0.02, -0.19, -0.07]]}

Record 2
{"formula": "C4H28N2O8", "method": "the ωB97M-V functional and the def2-TZVPD basis", "symbols": ["C", "O", "C", "C", "C", "N", "N", "H", "H", "H", "H", "H", "H", "H", "H", "H", "H", "H", "H", "H", "H", "H", "H", "O", "H", "H", "O", "H", "H", "O", "H", "H", "O", "H", "H", "O", "H", "H", "O", "H", "H", "O"], "coordinates": [[-0.2845, 1.0274, -2.4145], [0.8406, 0.2021, -2.4003], [-1.3240, 0.2409, -1.4375], [-0.5232, -0.5038, -0.4116], [-0.2951, 0.5062, 0.7548], [0.9936, 0.1685, 1.4705], [-1.9788, -0.9310, -2.2091], [-0.1962, 2.0184, -1.9243], [-0.6050, 1.1422, -3.4852], [1.3253, 0.2967, -3.2211], [-2.1686, 0.9904, -1.2011], [0.3342, -1.0049, -0.8097], [-1.1007, -1.3586, 0.0393], [-1.0884, 0.4176, 1.4995], [-0.2406, 1.5711, 0.4244], [0.8404, 0.5998, 2.4579], [1.9133, 0.6235, 1.1462], [1.1068, -0.8081, 1.6752], [-2.6301, -0.4135, -2.7662], [-1.2980, -1.3971, -2.7764], [-2.4895, -1.6773, -1.6317], [3.2864, 2.9717, 0.8135], [1.9991, 3.5471, 0.8812], [2.4260, 2.7289, 1.1735], [1.6535, -3.7345, 2.6737], [0.4226, -4.2920, 2.0616], [0.8380, -3.4532, 2.2729], [-4.1036, 2.0242, -0.6838], [-4.4244, 2.1048, -2.0896], [-3.7989, 1.6182, -1.5274], [-0.9068, -1.0525, 3.7151], [0.1623, -2.0425, 3.1512], [-0.4436, -1.2854, 2.9070], [4.2900, 0.5003, 0.8778], [4.0974, 0.1767, -0.5199], [3.6448, 0.0143, 0.3321], [-0.6791, 2.6803, 4.2700], [0.3003, 1.6640, 4.8198], [-0.0761, 1.9479, 3.9926], [-0.0839, -2.5417, -4.7822], [0.1738, -3.0337, -3.2595], [0.0907, -2.2533, -3.8590]], "atomic_forces_ev_per_a": [[-1.66, -1.16, 0.39], [0.86, 0.55, -0.15], [0.17, 0.02, -1.70], [-1.68, 0.63, 3.01], [1.27, -0.45, -0.56], [0.70, 3.32, 2.34], [-1.38, 0.68, 1.33], [0.44, -0.38, -0.44], [-0.36, 0.15, 1.12], [0.18, 0.00, -0.19], [1.63, -1.73, 0.23], [0.73, 0.41, -0.25], [0.10, 0.87, -0.31], [0.20, 0.02, -0.26], [0.22, -0.91, 0.17], [0.37, -0.77, -1.76], [-1.60, -0.78, -0.37], [-0.05, -0.55, -0.38], [-0.94, -0.41, -0.92], [1.01, -0.55, -1.09], [0.82, 1.70, -0.76], [0.58, -0.64, 0.21], [-0.76, -0.15, 0.45], [0.13, 0.83, -0.65], [0.80, -0.13, 0.29], [-0.41, -0.10, -0.09], [0.07, -0.04, -0.19], [0.59, -0.69, -0.24], [0.30, -0.35, -0.58], [-1.55, 1.29, 0.70], [-0.15, 0.04, 0.15], [-1.21, 0.62, -0.47], [0.51, -0.98, 0.94], [-0.41, -0.42, 0.41], [-0.75, -0.50, 0.06], [1.26, 0.87, -0.37], [0.69, -0.81, -0.50], [0.35, -0.20, 0.56], [-0.96, 0.84, -0.16], [0.23, -0.20, 1.02], [0.09, 0.56, -1.28], [-0.45, -0.51, 0.29]], "total_charge": 2}

Record 3
{"formula": "C4H5ClO2S", "method": "the ωB97M-V functional and the def2-TZVPD basis", "symbols": ["C", "C", "C", "C", "H", "H", "H", "H", "H", "O", "O", "S", "Cl"], "coordinates": [[0.8149, -0.4058, 0.6439], [1.3591, -1.4179, -0.3530], [0.0417, 0.5263, -0.1151], [-1.1789, 0.0148, -0.7506], [2.6144, 0.4131, 0.7401], [0.1594, -1.1367, 1.2539], [2.4276, -1.5311, -0.5632], [-1.0624, -0.8452, -1.2329], [-1.5328, 0.8662, -1.3151], [1.8446, -0.1205, 1.5436], [0.7247, -2.0214, -1.2043], [0.5469, 2.0379, -0.4768], [-2.2431, -0.3260, 0.5577]], "atomic_forces_ev_per_a": [[0.09, -4.72, 2.74], [-0.31, -0.95, -3.60], [0.87, 2.64, -1.10], [-0.40, 3.83, 1.44], [-3.08, -1.97, 4.14], [0.30, 1.37, -0.75], [0.73, 0.46, 1.27], [0.66, -3.29, -2.43], [-0.53, -0.35, -0.46], [3.51, 3.59, -4.58], [-0.18, 0.32, 1.45], [0.19, -0.57, 0.49], [-1.84, -0.36, 1.38]]}

no.,frontier orbital gap (eV),E_HOMO (eV)
1,9.2,-9.1
2,11.5,-16.6
3,8.5,-9.5